Density functional theory data (ωB97M-V with the def2-TZVPD basis set) for 2 unconnected molecules or ions with the total composition C4H12FN2P in a non-equilibrium geometry.

```
20
Properties=species:S:1:pos:R:3:forces:R:3
C 0.5979 -0.0455 -2.8669 -1.660 1.914 -0.082
C 0.4925 0.0729 -1.3851 -0.565 -1.136 -0.011
C -0.6812 0.9142 -0.9095 -1.649 -1.826 1.167
C -0.7723 0.5872 0.6020 -0.262 -0.296 -0.245
N 1.7459 1.2670 2.7891 -0.253 -1.164 0.395
N -0.4513 1.2761 1.6238 0.116 1.283 -1.997
F -0.3251 1.2445 4.2073 0.555 -1.623 -1.206
P 0.5509 0.2722 3.0716 -0.941 3.722 1.460
H 0.5279 0.9451 -3.2642 0.017 0.951 -0.516
H 1.5452 -0.3510 -3.1419 1.697 -1.367 -0.794
H -0.2485 -0.5404 -3.3185 0.071 -0.750 -0.126
H 0.3072 -1.0022 -1.0806 0.587 1.290 0.619
H 1.3777 0.5185 -1.0075 1.142 -0.205 0.643
H -0.8075 1.9655 -1.1861 0.698 -0.137 0.190
H -1.4985 0.3570 -1.4064 -0.337 0.619 0.446
H -0.8442 -2.9511 4.3908 0.064 0.685 -0.731
H -0.9716 -0.4596 0.9065 -0.134 0.335 -0.825
H 2.5053 0.6195 2.7107 1.338 -0.174 -0.260
H -0.1076 2.2498 1.3486 -0.400 -1.387 1.117
H -0.7766 -2.4116 3.8417 -0.083 -0.734 0.756
```
Forces are in eV/Å.

Properties
charge = 0
ΔE to the lowest compared entry with this formula, charge and spin = 44.9 kcal/mol
HOMO energy = -9.01 eV

Density functional theory data (ωB97M-V with the def2-TZVPD basis set) for a molecular structure, C4H12FNO2Si2.

```
22
Properties=species:S:1:pos:R:3:forces:R:3
C -2.3262 1.1976 2.7157 0.079 -0.001 -0.080
N -2.8637 0.9240 1.3887 -0.081 0.122 0.008
C -1.8374 0.7522 0.3594 -0.058 -0.035 0.062
Si -1.0270 -0.9303 0.5492 -0.082 -0.081 0.097
O 0.0373 -1.1963 -0.6939 0.051 0.185 0.093
Si 1.2436 -0.2065 -1.2135 0.127 0.051 -0.040
C 2.6773 -1.3180 -1.6975 0.110 -0.136 -0.159
C 3.7556 -0.7441 -2.5703 -0.355 0.328 0.345
O 4.6963 -1.2688 -3.0374 0.225 -0.175 -0.215
F 3.5636 0.5995 -2.7678 0.034 -0.071 -0.008
H -1.9848 0.2765 3.1889 0.038 0.001 0.007
H -1.4811 1.9027 2.6998 -0.037 -0.001 0.011
H -3.1095 1.6173 3.3425 -0.042 -0.010 0.036
H -3.4883 1.6743 1.1256 0.015 -0.026 -0.028
H -2.3238 0.7333 -0.6202 -0.014 0.045 -0.014
H -1.1102 1.5832 0.3428 0.036 -0.095 -0.018
H -0.2828 -1.0184 1.8274 0.005 -0.028 -0.020
H -2.0653 -1.9733 0.5011 0.025 -0.030 -0.019
H 0.7703 0.6090 -2.3446 -0.003 -0.030 -0.047
H 1.6723 0.6777 -0.1043 -0.022 0.020 -0.031
H 3.1852 -1.6768 -0.7971 -0.073 -0.027 0.011
H 2.2985 -2.2148 -2.1944 0.023 -0.006 0.008
```
Forces are in eV/Å.

Properties
charge = 0
HOMO energy = -9.07 eV

Density functional theory data (ωB97M-V with the def2-TZVPD basis set) for 2 unconnected molecules or ions with the total composition C4H12IN2 in a non-equilibrium geometry.

```
19
Properties=species:S:1:pos:R:3:forces:R:3
C -1.2189 -0.6737 1.3634 -2.594 -2.700 -5.065
C -1.3239 0.1837 -1.0046 0.118 -1.023 -1.630
C 1.7333 1.2501 0.5937 -0.585 -1.741 0.256
C -0.5254 -0.4487 0.0378 -0.219 -0.762 0.363
N 1.4647 2.3297 -0.2520 0.284 -2.547 2.246
N 0.0468 -1.7251 -0.5541 2.261 0.358 1.725
I 3.1041 -0.2703 -0.0464 -0.289 0.742 0.226
H -0.6073 -0.8596 2.1103 3.152 -1.674 3.494
H -1.9832 -1.5884 1.1393 1.471 2.054 1.031
H -1.7256 0.1561 1.6962 -1.608 2.017 0.165
H -1.1357 0.0766 -2.0684 1.278 -0.397 -0.128
H -1.4779 1.1790 -0.9299 0.178 3.582 0.845
H -2.3283 -0.1115 -1.0396 -1.937 -1.217 0.699
H 1.6648 1.2432 1.7451 -0.088 0.556 -2.219
H 1.4332 3.0876 0.3860 0.021 1.760 -0.466
H 2.0440 2.3155 -1.0669 0.174 0.752 -0.372
H -0.2512 -1.9652 -1.4594 -0.605 0.318 -1.852
H -0.0066 -2.6214 -0.0833 -0.519 0.016 1.094
H 1.0932 -1.5578 -0.5673 -0.493 -0.093 -0.413
```
Forces are in eV/Å.

Properties
charge = +1
ΔE to the lowest compared entry with this formula, charge and spin = 103.9 kcal/mol
HOMO energy (alpha / beta) = -11.00 / -12.42 eV

Density functional theory data (ωB97M-V with the def2-TZVPD basis set) for 2 unconnected molecules or ions with the total composition C4H12IN2 in a non-equilibrium geometry.

```
19
Properties=species:S:1:pos:R:3:forces:R:3
C 1.5063 -1.7525 0.5792 -2.685 2.410 1.177
C -0.9087 2.2967 0.6569 0.642 -1.702 -3.050
C 0.7366 -0.4483 -0.0673 2.044 -1.256 2.426
C -1.5983 0.2215 -0.6580 0.247 1.764 2.005
N -1.2531 0.6521 -1.9126 -1.269 0.626 -1.811
N -0.6673 -0.8860 -0.2189 -2.467 0.511 1.052
I -3.6302 -0.2398 0.1287 1.044 0.161 -0.705
H 0.9216 -2.1260 1.5047 0.959 0.550 -1.527
H 1.6202 -2.5091 -0.1400 0.075 -1.068 -0.893
H 2.4506 -1.3971 0.8964 1.041 0.130 0.379
H -1.1066 2.0376 1.6392 -1.169 -0.171 1.710
H -1.5615 2.8619 -0.0217 0.437 -0.109 0.800
H 0.1683 2.1936 0.4752 -0.635 0.688 -0.479
H 1.1878 -0.1927 -1.0331 -0.465 0.019 0.280
H 0.8076 0.4545 0.6745 -0.381 -2.033 -1.571
H -1.4826 1.6498 -2.0757 0.313 -0.909 0.262
H -1.6671 0.1436 -2.7342 0.505 0.270 1.040
H -1.1242 -1.1611 0.7421 1.383 -0.069 -2.232
H -0.7857 -1.6282 -0.9518 0.381 0.187 1.135
```
Forces are in eV/Å.

Properties
charge = +1
ΔE to the lowest compared entry with this formula, charge and spin = 99.0 kcal/mol
HOMO energy (alpha / beta) = -12.66 / -12.68 eV

Density functional theory data (ωB97M-V with the def2-TZVPD basis set) for 3 unconnected molecules or ions with the total composition C4H12IO2 in a non-equilibrium geometry.

```
19
Properties=species:S:1:pos:R:3:forces:R:3
I 1.3735 -0.9128 0.5208 0.095 0.046 0.140
C -2.2160 -0.4650 1.9065 0.747 -0.944 -0.186
C -1.9693 -1.0120 3.2943 -0.458 0.112 0.246
O -0.7588 -1.7379 3.4167 -0.616 -0.269 0.308
H -1.5104 0.3615 1.8218 -0.323 0.060 -0.892
H -3.2407 -0.2677 1.5919 -0.095 0.576 0.664
H -1.9500 -1.3056 1.2656 0.507 0.323 -0.463
H -2.7872 -1.6881 3.5434 0.076 -0.114 0.408
H -1.9407 -0.1723 3.9886 -0.279 0.028 0.416
H -0.0781 -1.3371 2.8711 0.354 0.182 -0.541
C 1.5448 1.8473 -2.5082 1.026 0.382 0.642
C 2.0543 0.5023 -3.0433 -0.835 -0.504 0.206
O 0.9775 -0.4381 -2.9180 0.495 0.154 -1.717
H 0.8342 1.7576 -1.6866 -0.417 -0.581 -0.433
H 1.1517 2.4577 -3.3212 -0.222 -0.042 0.111
H 2.2889 2.4363 -1.9721 0.639 0.113 -0.433
H 2.9816 0.0448 -2.6983 -0.022 0.419 1.343
H 2.3758 0.5992 -4.0803 -0.906 0.067 -0.552
H 0.8691 -0.6702 -1.9928 0.235 -0.009 0.732
```
Forces are in eV/Å.

Properties
charge = -1
ΔE to the lowest compared entry with this formula, charge and spin = 17.8 kcal/mol
HOMO energy = -4.07 eV

Density functional theory data (ωB97M-V with the def2-TZVPD basis set) for a molecular structure, C4H12KO10PV in a non-equilibrium geometry.

```
29
Properties=species:S:1:pos:R:3:forces:R:3
K 0.9370 0.9812 -0.3799 0.643 -0.576 0.932
O 1.2545 2.4422 4.7124 -0.474 -1.377 -0.065
V 1.3238 1.1567 3.7507 5.158 2.390 -3.889
O 0.8069 1.6039 2.2927 -1.541 -0.371 1.044
P 3.6900 0.1918 1.9415 0.223 -6.023 1.346
O 4.5540 0.6394 0.8057 -0.290 1.328 0.024
O 3.2416 1.2356 3.0697 -3.249 1.339 2.031
O 4.2730 -0.8512 2.9589 0.840 1.244 -0.581
O 2.4390 -0.6309 1.4659 -1.496 1.760 -0.927
C 0.6111 -2.1252 -2.6681 -0.343 -0.961 -0.915
C 0.5662 -2.3725 -1.1836 0.496 0.306 -0.450
O -0.6898 -1.9610 -0.6641 -0.136 0.195 -0.007
O 0.7533 -0.7464 -3.0081 -0.113 0.369 0.622
H -0.2704 -2.5857 -3.1342 -0.181 0.398 0.041
H 1.4472 -2.6616 -3.1281 0.206 -0.014 0.389
H 1.4051 -1.8086 -0.7824 0.132 0.052 0.743
H 0.7297 -3.4296 -0.9656 0.117 -0.041 -0.193
H -0.7125 -2.2074 0.2659 0.134 0.166 0.048
H 0.1910 -0.5033 -3.7450 -0.087 -0.233 -0.016
C -2.7045 1.8270 -0.8922 0.771 0.603 0.434
C -2.8766 0.6471 0.0205 -0.270 -1.704 -0.739
O -1.9739 0.6812 1.0966 0.061 0.783 0.092
O -3.0199 3.0691 -0.2864 -0.595 0.158 -0.004
H -3.3265 1.7038 -1.7788 0.017 -0.080 -0.040
H -1.6511 1.9092 -1.1870 -0.094 -0.442 -0.350
H -2.6496 -0.2668 -0.5553 0.088 0.254 -0.345
H -3.9356 0.4804 0.2572 0.055 0.600 0.620
H -2.2021 0.0510 1.7819 -0.089 -0.038 -0.043
H -2.2110 3.5305 -0.0607 0.017 -0.084 0.199
```
Forces are in eV/Å.

Properties
charge = -1
ΔE to the lowest compared entry with this formula, charge and spin = 0.0 kcal/mol
HOMO energy = -2.71 eV

Density functional theory data (ωB97M-V with the def2-TZVPD basis set) for C4H12N2 in the gas phase in a non-equilibrium geometry.

```
18
Properties=species:S:1:pos:R:3:forces:R:3
C 0.5427 -1.5785 1.8757 -0.276 0.148 0.043
C -0.0992 -0.4103 1.1253 -2.465 0.919 -0.027
C 0.2689 0.2818 -0.2231 2.374 1.290 2.551
N 0.8470 -0.5760 -1.1941 -1.016 0.347 -1.749
C -0.8946 1.2372 -0.6359 0.326 -2.225 -2.612
N -0.9040 1.5713 -2.1865 1.371 2.005 1.171
H 1.1255 -1.2965 2.7354 0.591 0.690 0.130
H 1.2344 -2.0405 1.1776 -0.150 -0.990 0.225
H -0.2170 -2.2374 2.3986 0.733 0.337 -1.440
H -1.1519 -0.6318 0.9671 -0.359 -0.901 -0.124
H -0.2848 0.4404 1.7532 0.412 0.554 0.954
H 1.1311 0.9194 0.0488 -0.299 0.279 -0.020
H 1.4091 -1.2595 -0.7586 0.877 -0.707 0.537
H 0.0899 -1.0751 -1.5987 -0.630 -0.872 -0.866
H -0.6741 2.2547 -0.3782 -0.714 -0.069 1.967
H -1.8245 0.6189 -0.2665 1.092 2.170 -1.025
H -0.5237 2.5987 -2.1869 -1.428 -2.175 -0.137
H -0.0746 1.1831 -2.6532 -0.440 -0.801 0.421
```
Forces are in eV/Å.

Properties
structure (SMILES) = CC[C@@H](N)CN
charge = 0
ΔE to the lowest compared entry with this formula, charge and spin = 52.1 kcal/mol
HOMO energy = -9.29 eV

Density functional theory data (ωB97M-V with the def2-TZVPD basis set) for 2 unconnected molecules or ions with the total composition C4H12N2 in a non-equilibrium geometry.

```
18
Properties=species:S:1:pos:R:3:forces:R:3
C 0.3148 2.0078 -1.2921 0.603 0.960 1.055
C 0.1436 2.5264 -0.0742 -0.563 -0.403 -0.572
C -1.2205 2.8170 0.4808 0.647 0.827 0.289
H 1.3138 1.6614 -1.5215 -0.126 0.093 -0.670
H -0.4845 2.0972 -2.0139 -0.009 -0.754 -0.133
H 0.9935 2.7331 0.5652 0.063 -0.478 0.190
H -1.1567 3.7064 1.1175 -0.289 -0.011 -0.089
H -1.5439 2.0029 1.1323 -0.135 -0.054 -0.166
H -1.9285 2.9985 -0.3257 -0.188 -0.156 0.114
N 0.6393 -3.5799 0.6568 -0.896 -0.151 -0.416
C 0.7876 -2.2399 0.1648 0.736 0.936 0.640
N -0.3483 -1.4993 -0.4000 0.124 -0.661 0.373
H 0.7327 -4.3557 0.0260 0.159 0.074 0.040
H 0.8662 -3.7721 1.6103 0.104 -0.013 0.071
H 1.5930 -2.1520 -0.5606 0.127 -0.263 -0.251
H 1.1249 -1.6600 1.0339 -0.003 0.083 -0.264
H -0.9007 -2.1403 -0.9572 -0.187 0.138 -0.036
H -0.9264 -1.1514 0.3578 -0.168 -0.167 -0.176
```
Forces are in eV/Å.

Properties
structure (SMILES) = C=CC.NCN
charge = 0
ΔE to the lowest compared entry with this formula, charge and spin = 35.8 kcal/mol
HOMO energy = -8.95 eV